Density functional theory data (the ωB97M-V functional and the def2-TZVPD basis) for a molecular structure, C3HO2Pd in a non-equilibrium geometry.

```
7
Properties=species:S:1:pos:R:3:forces:R:3:lowdin_spin:R:1
C -0.6254 0.6975 -0.5952 6.004 -6.990 7.792 0.2543
O 0.3744 0.9918 0.0944 1.229 -1.355 1.846 0.1547
O -0.8649 -0.6490 -0.5600 -0.676 -2.246 0.318 0.1640
C -0.0217 -1.3504 0.2816 -1.091 2.283 -1.470 0.7391
C 0.9068 -0.6769 0.8582 -0.272 2.041 0.027 0.0935
H 1.5811 -0.5392 1.6895 0.121 0.062 -0.379 -0.0010
Pd -1.3504 1.5262 -1.7685 -5.315 6.206 -8.134 0.5954
```
Positions in Å, forces in eV/Å.

Properties
Multiplicity: 3
Net charge: +1
Orbital gap (spin up / spin down), eV: 9.251 / 7.726

Density functional theory data (the ωB97M-V functional and the def2-TZVPD basis) for a molecular structure, C34H31OP2S3Sr.

```
72
Properties=species:S:1:pos:R:3:forces:R:3:lowdin_charge:R:1
Sr 0.2194 -1.2773 0.8949 -0.065 0.050 -0.085 0.8588
S -0.1307 -1.0567 -2.0257 -0.032 0.003 0.023 0.1294
P -2.0370 -0.7478 -1.3545 -0.274 -0.057 0.011 0.3280
C -2.3239 -0.5894 0.2780 0.358 0.160 -0.087 -0.6523
P -2.2659 0.7352 1.2857 -0.257 -0.071 -0.104 0.3539
S -0.4654 1.3041 2.0529 0.007 0.101 0.055 0.1999
C -3.3575 0.3497 2.7054 0.008 -0.121 0.008 -0.3374
C -2.9666 0.5234 4.0260 -0.041 0.105 -0.021 -0.0984
C -3.8050 0.1337 5.0642 -0.003 0.010 0.009 -0.0908
C -5.0421 -0.4265 4.7892 -0.001 -0.003 0.013 -0.1050
C -5.4402 -0.6068 3.4697 0.015 0.014 -0.025 -0.0930
C -4.5964 -0.2326 2.4361 -0.006 -0.032 0.038 -0.1079
C -2.9910 2.2724 0.5924 0.057 0.068 0.065 -0.3229
C -2.2332 2.9755 -0.3437 -0.012 0.034 0.000 -0.1149
C -2.7339 4.1175 -0.9452 0.019 -0.025 0.015 -0.0935
C -4.0000 4.5830 -0.6110 -0.015 0.009 -0.001 -0.1074
C -4.7562 3.8985 0.3262 -0.003 -0.005 -0.005 -0.0978
C -4.2551 2.7473 0.9243 0.001 -0.006 -0.011 -0.0786
C -2.9749 -2.2158 -1.9280 0.012 -0.040 0.009 -0.3420
C -3.2222 -2.4289 -3.2812 0.029 -0.025 -0.006 -0.0950
C -3.9106 -3.5571 -3.6999 0.011 0.015 -0.015 -0.0992
C -4.3476 -4.4911 -2.7685 -0.003 -0.006 0.026 -0.1107
C -4.0981 -4.2870 -1.4188 -0.001 -0.005 -0.023 -0.0929
C -3.4201 -3.1492 -0.9994 -0.039 0.041 -0.005 -0.0863
C -2.7844 0.5607 -2.4004 0.073 0.074 0.015 -0.3508
C -2.0488 1.3052 -3.3128 -0.033 -0.064 -0.054 -0.1173
C -2.6544 2.3270 -4.0356 -0.001 -0.001 0.000 -0.0992
C -3.9957 2.6163 -3.8407 0.006 0.004 -0.010 -0.1076
C -4.7361 1.8792 -2.9236 -0.001 -0.030 0.007 -0.0899
C -4.1336 0.8564 -2.2101 -0.011 0.024 -0.022 -0.0877
H -1.9934 0.9502 4.2317 0.005 -0.012 0.002 0.0557
H -3.4805 0.2564 6.0903 -0.002 0.000 0.001 0.0961
H -5.6894 -0.7404 5.5994 -0.003 0.009 0.000 0.0928
H -6.3987 -1.0599 3.2472 -0.001 -0.001 0.001 0.0953
H -4.8746 -0.4160 1.4048 0.013 -0.022 -0.003 0.0991
H -1.2391 2.6207 -0.5901 0.000 -0.002 -0.006 0.0985
H -2.1366 4.6439 -1.6795 -0.005 -0.002 -0.005 0.1017
H -4.3932 5.4758 -1.0825 0.001 0.002 0.006 0.0944
H -5.7410 4.2586 0.5998 -0.001 0.003 -0.004 0.0945
H -4.8546 2.2284 1.6607 0.003 -0.006 -0.001 0.0919
H -2.8682 -1.7077 -4.0093 -0.002 -0.001 -0.002 0.1048
H -4.1040 -3.7115 -4.7548 0.000 0.003 0.000 0.0938
H -4.8838 -5.3740 -3.0957 0.004 -0.002 0.000 0.0912
H -4.4357 -5.0121 -0.6881 -0.002 0.002 0.000 0.0962
H -3.2384 -2.9561 0.0522 0.000 0.000 -0.001 0.0885
H -1.0006 1.0701 -3.4525 0.004 0.010 0.010 0.0562
H -2.0726 2.9014 -4.7469 -0.001 0.001 0.001 0.0958
H -4.4655 3.4205 -4.3946 0.001 -0.002 -0.001 0.0951
H -5.7814 2.1100 -2.7580 0.001 0.002 0.001 0.1002
H -4.7034 0.2851 -1.4855 0.005 0.008 0.012 0.1105
S 0.0578 -2.9543 3.2240 0.098 -0.079 0.150 0.3766
C 1.1990 -4.2187 2.7911 0.046 0.059 -0.048 -0.7648
C 0.8087 -5.5659 2.7494 0.037 -0.015 -0.027 -0.1422
C 1.7042 -6.5677 2.4119 -0.031 0.016 0.008 -0.1157
C 3.0258 -6.2678 2.1010 0.014 -0.005 0.000 -0.1308
C 3.4335 -4.9422 2.1373 0.002 0.019 -0.001 -0.1204
C 2.5384 -3.9377 2.4784 -0.023 -0.032 -0.029 -0.1563
H -0.2199 -5.8099 2.9830 -0.003 0.005 0.003 0.0893
H 1.3636 -7.5967 2.3852 0.006 0.000 0.005 0.0921
H 3.7228 -7.0528 1.8358 -0.003 0.001 -0.003 0.0855
H 4.4600 -4.6838 1.9017 -0.002 -0.004 -0.007 0.0909
H 2.8751 -2.9068 2.5182 0.005 0.003 0.023 0.0751
C 2.9276 0.7914 2.9272 0.003 -0.048 0.014 -0.0220
C 3.3731 0.3145 1.5755 0.081 0.042 0.032 -0.4711
C 4.8188 0.4647 1.1670 -0.027 0.031 -0.026 -0.0063
O 2.5940 -0.2057 0.8001 0.007 -0.178 0.080 -0.0739
H 3.7240 1.2792 3.4836 0.005 -0.012 0.004 0.0757
H 2.5478 -0.0624 3.4958 -0.021 -0.006 -0.013 0.0961
H 2.0818 1.4681 2.7982 -0.003 0.004 -0.004 0.0235
H 5.4149 1.0016 1.9003 -0.003 0.003 0.001 0.0718
H 4.8591 0.9767 0.2054 -0.004 -0.011 -0.003 0.0913
H 5.2350 -0.5332 1.0189 0.000 -0.001 0.006 0.0913
```
Positions in Å, forces in eV/Å.

Properties
Net charge: -1
Orbital gap, eV: 6.637

Density functional theory data (the ωB97M-V functional and the def2-TZVPD basis) for a gas-phase ion, C4H9NO (charge +1) in a non-equilibrium geometry.

```
15
Properties=species:S:1:pos:R:3:forces:R:3:lowdin_spin:R:1
C 0.7630 -1.3152 -0.4641 -1.363 0.682 -1.182 0.0509
N 0.3068 0.0479 0.0082 0.435 -4.714 4.488 0.6020
C 0.8794 0.2792 1.3391 2.493 0.433 -0.512 0.0544
C -1.0938 0.2910 0.0246 0.813 0.885 -2.388 0.0733
C -1.0568 1.2592 -1.2673 -7.360 2.497 -0.992 0.0634
O -2.0856 1.8452 -1.6830 4.340 -2.293 2.050 0.0540
H 0.4573 -2.1715 0.2308 -0.228 1.485 -0.704 0.0308
H 0.2474 -1.3453 -1.4481 0.802 -0.991 0.396 0.0037
H 1.8374 -1.3624 -0.4937 0.354 0.275 -0.415 0.0022
H 2.0334 0.2559 1.3703 -1.926 -0.660 -0.193 0.0008
H 0.3546 -0.3958 2.0398 0.505 0.199 -0.213 0.0293
H 0.6692 1.2794 1.5493 -0.605 1.656 0.953 0.0065
H -1.4656 0.6729 0.9734 0.001 0.384 -0.356 0.0067
H -1.6719 -0.5546 -0.3593 0.096 -0.056 0.147 0.0170
H -0.1749 1.2140 -1.8200 1.643 0.218 -1.082 0.0051
```
Positions in Å, forces in eV/Å.

Properties
Multiplicity: 2
Net charge: +1
Orbital gap (spin up / spin down), eV: 10.849 / 6.503

Values of relative energy (zero: lowest compared OMol25 entry of this formula, charge and spin), in order: 111.8; 17.2; 258.7, all in kJ/mol.